No. 1
46
Properties=species:S:1:pos:R:3 method="wB97M-V/def2-TZVPD" charge=+3 multiplicity=2 orbital_gap_ev="8.34 / 7.72" lumo_ev="-7.981 / -8.602" relative_energy_kj_mol=0.0
Rh 0.652 -1.026 -0.015
C 0.947 -2.331 4.081
C 2.308 -2.246 4.310
C 3.138 -1.830 3.279
C 2.594 -1.507 2.050
N 1.257 -1.593 1.835
C 0.462 -1.997 2.831
C 3.402 -1.039 0.900
C 4.781 -0.946 0.913
C 5.443 -0.509 -0.225
C 4.711 -0.184 -1.356
C 3.337 -0.295 -1.301
N 2.692 -0.704 -0.202
H 0.261 -2.654 4.850
H 2.724 -2.497 5.276
H 4.202 -1.752 3.443
H -0.593 -2.074 2.611
H 5.345 -1.213 1.794
H 6.522 -0.430 -0.228
H 5.191 0.151 -2.264
H 2.725 -0.065 -2.162
O 0.131 -0.371 -1.960
C -0.795 -1.060 -2.855
C -0.454 -2.528 -2.994
C -0.423 -3.330 -1.675
C -1.496 -2.887 -0.729
C -2.754 -3.472 -0.705
C -3.744 -2.950 0.107
C -3.461 -1.835 0.887
C -2.189 -1.310 0.838
N -1.225 -1.835 0.059
H 0.524 0.398 -2.381
H -0.751 -0.563 -3.822
H -1.794 -0.919 -2.444
H 0.492 -2.658 -3.521
H -1.230 -2.942 -3.643
H 0.557 -3.239 -1.192
H -0.548 -4.386 -1.906
H -2.947 -4.332 -1.332
H -4.727 -3.400 0.129
H -4.207 -1.382 1.524
H -1.911 -0.446 1.433
Cl -7.861 19.052 0.627
Ge -7.289 18.051 -1.060
Cl -6.570 16.137 -0.917
Cl -7.427 18.949 -2.890

***

No. 2
44
Properties=species:S:1:pos:R:3 method="wB97M-V/def2-TZVPD" multiplicity=1 orbital_gap_ev=8.53 lumo_ev=0.406 relative_energy_kj_mol=48.2
C 3.306 3.776 -2.959
H 4.231 4.244 -2.617
H 3.007 4.174 -3.925
H 2.526 3.953 -2.216
O 3.499 2.380 -3.144
C 3.992 1.707 -2.099
O 4.297 2.216 -1.055
C 4.067 0.222 -2.403
C 2.773 -0.373 -1.917
C 2.639 -0.800 -0.602
C 1.438 -1.283 -0.122
C 0.328 -1.338 -0.959
C 0.461 -0.915 -2.282
C 1.666 -0.438 -2.753
H 1.745 -0.099 -3.775
H -0.396 -0.947 -2.942
N -0.948 -1.743 -0.560
C -1.425 -2.240 0.612
N -2.782 -2.320 0.652
H -3.306 -1.933 -0.120
C -3.546 -2.656 1.824
C -4.336 -1.472 2.374
H -5.050 -1.821 3.119
H -4.877 -0.950 1.586
S -3.300 -0.277 3.294
C -2.264 0.421 2.035
C -2.762 0.849 0.812
C -1.913 1.404 -0.127
C -0.568 1.554 0.172
C -0.065 1.157 1.401
C -0.915 0.587 2.328
H -0.537 0.255 3.282
H 0.984 1.281 1.621
Cl 0.496 2.239 -1.002
H -2.294 1.734 -1.082
H -3.816 0.761 0.588
H -4.246 -3.463 1.576
H -2.840 -3.019 2.577
S -0.506 -2.783 1.868
H -1.646 -1.574 -1.275
H 1.360 -1.604 0.901
H 3.487 -0.741 0.064
H 4.182 0.081 -3.477
H 4.913 -0.204 -1.864

***

No. 3
44
Properties=species:S:1:pos:R:3 method="wB97M-V/def2-TZVPD" multiplicity=1 orbital_gap_ev=8.70 lumo_ev=0.513 relative_energy_kj_mol=17.7
C -4.276 -1.371 1.332
H -4.740 -1.828 2.202
H -3.625 -0.547 1.636
H -5.035 -0.988 0.647
O -3.512 -2.393 0.703
C -2.991 -2.096 -0.489
O -3.148 -1.042 -1.045
C -2.133 -3.234 -1.007
C -0.717 -2.884 -0.631
C -0.100 -3.463 0.470
C 1.165 -3.066 0.859
C 1.829 -2.058 0.164
C 1.231 -1.504 -0.968
C -0.029 -1.918 -1.355
H -0.488 -1.488 -2.232
H 1.761 -0.771 -1.558
N 3.092 -1.633 0.598
C 3.520 -0.351 0.767
N 2.613 0.633 0.622
H 1.681 0.385 0.320
C 2.934 2.033 0.655
C 3.119 2.619 -0.743
H 4.008 2.201 -1.215
H 3.212 3.704 -0.706
S 1.770 2.153 -1.888
C 0.303 2.568 -0.983
C -0.789 1.716 -1.110
C -1.964 1.976 -0.433
C -2.041 3.094 0.383
C -0.966 3.962 0.501
C 0.204 3.704 -0.191
H 1.029 4.396 -0.114
H -1.045 4.839 1.124
Cl -3.495 3.413 1.264
H -2.800 1.303 -0.541
H -0.719 0.847 -1.743
H 2.132 2.556 1.184
H 3.870 2.147 1.211
S 5.085 -0.078 1.221
H 3.717 -2.333 0.974
H 1.638 -3.522 1.716
H -0.616 -4.227 1.033
H -2.445 -4.167 -0.542
H -2.240 -3.288 -2.091

***

No. 4
43
Properties=species:S:1:pos:R:3 method="wB97M-V/def2-TZVPD" multiplicity=1 orbital_gap_ev=9.43 lumo_ev=0.499 relative_energy_kj_mol=135.0
O 1.121 1.932 1.493
C 0.918 1.227 0.528
N 1.779 1.138 -0.511
H 1.635 0.439 -1.222
C 3.100 1.729 -0.458
C 4.117 0.740 0.052
C 4.698 0.895 1.304
C 5.609 -0.027 1.788
C 5.953 -1.129 1.024
C 5.380 -1.311 -0.223
C 4.468 -0.382 -0.693
Cl 3.758 -0.642 -2.257
H 5.634 -2.169 -0.826
H 6.663 -1.851 1.395
H 6.049 0.114 2.763
H 4.419 1.749 1.902
H 3.371 2.070 -1.462
H 3.041 2.583 0.219
C -0.347 0.390 0.368
C -1.182 0.838 -0.845
H -0.540 1.182 -1.657
H -1.824 1.669 -0.553
C -2.042 -0.336 -1.340
N -2.430 -1.164 -0.227
C -3.613 -1.172 0.431
O -3.812 -1.933 1.368
C -4.699 -0.267 0.009
C -6.019 -0.382 0.368
C -6.684 0.731 -0.189
C -5.725 1.450 -0.836
O -4.527 0.860 -0.726
H -5.767 2.367 -1.391
H -7.725 0.966 -0.115
H -6.438 -1.172 0.955
C -1.325 -1.913 0.346
C -0.024 -1.105 0.257
H 0.482 -1.312 -0.689
H 0.645 -1.406 1.064
H -1.590 -2.122 1.385
H -1.217 -2.872 -0.175
H -2.915 0.023 -1.878
H -1.462 -0.966 -2.025
H -0.931 0.541 1.281

***

No. 5
45
Properties=species:S:1:pos:R:3 method="wB97M-V/def2-TZVPD" multiplicity=1 orbital_gap_ev=7.44 lumo_ev=-0.720 relative_energy_kj_mol=414.9
C -1.237 -4.472 -1.543
N -0.176 -3.983 -0.692
C 1.005 -3.614 -1.451
C 2.112 -3.196 -0.477
N 1.700 -2.089 0.363
C 1.924 -0.786 -0.034
C 2.417 -0.489 -1.318
C 2.781 0.781 -1.709
C 2.679 1.830 -0.811
C 2.194 1.585 0.459
C 1.796 0.312 0.846
N 1.326 0.184 2.183
C 0.113 0.552 2.667
O -0.131 0.548 3.854
C -0.950 0.828 1.639
C -0.912 1.909 0.765
C -1.930 2.095 -0.151
C -2.988 1.197 -0.188
C -3.058 0.134 0.705
C -2.042 -0.038 1.621
H -2.090 -0.845 2.337
H -3.906 -0.533 0.669
N -4.039 1.375 -1.161
O -4.915 0.538 -1.200
O -3.977 2.345 -1.885
H -1.916 2.924 -0.842
H -0.101 2.616 0.802
H 2.006 -0.079 2.887
H 2.142 2.385 1.182
Cl 3.154 3.430 -1.263
H 3.146 0.955 -2.709
H 2.509 -1.275 -2.048
C 0.519 -2.487 1.101
C -0.606 -2.872 0.135
H -1.485 -3.184 0.703
H -0.880 -1.987 -0.472
H 0.183 -1.696 1.762
H 0.780 -3.363 1.703
H 3.035 -2.955 -1.002
H 2.310 -4.040 0.191
H 1.333 -4.482 -2.027
H 0.788 -2.789 -2.155
H -1.596 -3.713 -2.256
H -2.074 -4.788 -0.921
H -0.875 -5.333 -2.103

***

No. 6
46
Properties=species:S:1:pos:R:3 method="wB97M-V/def2-TZVPD" multiplicity=1 orbital_gap_ev=9.05 lumo_ev=0.704 relative_energy_kj_mol=239.2
C 4.628 -4.017 0.111
H 3.533 -4.007 0.115
O 5.149 -2.992 -0.703
C 4.857 -1.704 -0.392
C 4.088 -1.301 0.688
C 3.844 0.048 0.932
C 4.349 1.030 0.087
C 5.127 0.602 -0.996
C 5.385 -0.724 -1.236
H 5.987 -1.030 -2.075
H 5.524 1.367 -1.643
O 4.231 2.392 0.163
C 3.234 3.022 0.926
C 1.849 2.588 0.572
C 1.351 1.801 -0.428
C -0.046 1.804 -0.186
N -0.327 2.539 0.864
O 0.838 3.026 1.339
C -1.093 1.102 -0.975
O -0.824 0.370 -1.908
N -2.337 1.377 -0.547
H -2.439 1.979 0.257
C -3.534 0.822 -1.152
C -4.281 -0.005 -0.153
C -4.563 -1.354 -0.206
N -5.251 -1.661 0.910
N -5.428 -0.598 1.684
C -4.851 0.412 1.063
H -4.860 1.389 1.503
C -5.768 -2.941 1.298
H -6.485 -3.307 0.560
H -6.267 -2.817 2.257
H -4.961 -3.668 1.400
H -4.324 -2.089 -0.948
C -4.410 1.948 -1.705
H -5.291 1.530 -2.184
H -3.854 2.530 -2.436
H -4.730 2.605 -0.900
H -3.187 0.181 -1.970
H 1.868 1.291 -1.212
H 3.349 4.088 0.690
H 3.394 2.899 2.005
Cl 2.888 0.380 2.349
H 3.663 -2.017 1.372
H 4.978 -4.948 -0.330
H 4.998 -3.941 1.138